Below is C43H47BaBr2N9O8STe as an isolated structure at a distorted geometry, with properties calculated with ωB97M-V/def2-TZVPD.

```
112
Properties=species:S:1:pos:R:3
Ba -1.346 -0.257 0.693
Te 5.228 2.379 -1.357
Br -5.323 -2.110 -3.050
Br -3.948 1.546 -7.114
S -1.099 3.099 1.575
O -0.396 2.420 0.472
O -3.251 -3.749 6.698
O 3.307 -1.408 1.040
O 1.023 -1.409 0.738
O -2.949 -0.854 -1.575
O -2.564 -0.449 3.088
O -2.054 0.191 5.195
O -0.220 3.769 2.543
N 1.923 -0.450 2.551
N 0.796 0.406 2.769
N -2.141 2.065 2.120
N 4.289 -6.047 -1.918
N 0.439 -6.343 5.723
N -1.279 1.148 -2.460
N 2.335 -4.932 -1.330
N -1.364 -4.885 4.735
N 3.775 -5.875 0.297
C 2.105 -1.144 1.311
C -3.056 -0.421 -2.762
C 1.879 -0.111 -2.726
C 3.836 5.113 -1.542
C -2.336 0.690 -3.288
C -3.036 5.557 -1.139
C -2.417 4.452 -0.593
C 2.265 1.416 -4.453
C -2.470 1.852 3.503
C -4.201 -0.352 -4.951
C 2.597 -5.579 -3.717
C 3.068 3.777 0.290
C -3.499 0.733 -5.398
C -1.909 -3.226 6.562
C -3.085 6.569 1.042
C -1.906 2.549 -4.745
C -2.060 4.446 0.721
C 4.046 -5.716 -3.337
C 3.452 -5.643 -1.032
C -4.014 -0.901 -3.699
C 1.860 -3.948 -0.351
C -2.717 -5.389 4.947
C -2.447 5.489 1.518
C -3.242 -5.135 6.384
C -2.272 0.424 3.969
C 1.934 -4.688 -2.720
C -3.421 6.631 -0.325
C 3.404 1.871 -3.793
C -4.030 7.886 -0.912
C 2.867 0.463 -1.927
C 2.087 4.730 0.481
C -1.003 3.025 -3.870
C 2.001 5.879 -0.297
C 3.930 3.982 -0.809
C 1.550 0.337 -3.982
C -2.562 1.287 -4.525
C -0.612 2.245 -2.739
C 3.698 1.431 -2.544
C -0.375 -5.643 5.255
C 1.810 -4.621 0.988
C 2.899 6.074 -1.344
C -1.314 -3.455 5.170
C 3.227 -5.025 1.385
H 2.506 -5.152 -4.735
H -2.635 -5.669 7.139
H 2.779 0.043 2.851
H 4.506 5.217 -2.373
H -3.298 7.462 1.736
H 0.891 -3.494 -0.695
H 0.325 0.168 3.677
H 4.757 -6.162 0.217
H 1.103 6.539 -0.158
H 2.203 -3.631 -2.966
H -1.786 2.453 4.139
H 4.569 -4.803 -3.520
H -4.674 8.470 -0.229
H 0.829 -4.823 -2.813
H 1.184 -5.507 0.950
H 1.229 -0.891 -2.338
H 1.036 1.413 2.860
H -2.811 -6.383 4.548
H 2.943 7.006 -1.898
H -1.861 -2.947 4.432
H -0.273 -3.178 5.309
H 3.106 2.952 0.984
H -4.592 7.689 -1.832
H -2.170 3.490 -1.108
H -3.354 -4.843 4.204
H 2.158 -6.589 -3.761
H -3.217 8.594 -1.234
H -3.197 5.678 -2.193
H 1.383 -4.032 1.783
H 3.165 -5.550 2.354
H 4.027 2.611 -4.189
H -4.893 -0.863 -5.578
H -2.268 3.173 -5.505
H 3.839 -4.189 1.629
H -1.306 -3.635 7.396
H -2.212 5.414 2.613
H -0.631 4.045 -4.016
H 3.180 0.068 -0.945
H -3.468 2.155 3.698
H -1.965 -2.157 6.738
H 4.439 -6.498 -3.985
H -4.286 -5.492 6.442
H 0.169 2.533 -2.065
H 1.378 4.593 1.278
H 2.137 1.842 -5.458
H 2.581 -3.131 -0.238
H 0.767 -0.154 -4.581
```

## Properties
**Strongest force on any atom**: 0.0664 hartree/bohr
**Charge**: -2
**HOMO level**: -3.26 eV
**Relative energy (zero: lowest compared OMol25 entry of this formula, charge and spin)**: 22.63 kcal per mole
**Energy**: -234055.6215 eV